[1]
Here is a molecular structure, C28H38ClOP2Yb in a non-equilibrium geometry from the Open Molecules 2025 dataset. Energies are from the ωB97M-V functional and the def2-TZVPD basis.

```
71
C28H38ClOP2Yb, DFT the ωB97M-V functional and the def2-TZVPD basis
Yb -1.271 -1.147 0.319
Cl 0.247 -3.034 -0.027
C -0.018 1.114 0.482
O 0.423 2.194 0.438
P 0.047 0.221 -2.083
C -1.472 -0.167 -3.037
C 0.541 1.841 -2.809
C 1.306 -0.908 -2.793
C 1.729 2.030 -3.541
C 2.037 3.278 -4.086
C 1.166 4.352 -3.909
C -0.023 4.176 -3.200
C -0.335 2.930 -2.667
H 2.414 1.205 -3.711
H 2.974 3.414 -4.627
H 1.437 5.343 -4.283
H -0.704 5.016 -3.048
H -1.279 2.803 -2.141
C -2.353 -1.161 -2.555
C -3.592 -1.328 -3.171
C -3.864 -0.716 -4.403
C -2.905 0.136 -4.973
C -1.728 0.430 -4.282
H -2.057 -1.901 -1.795
H -4.324 -1.982 -2.692
H -4.816 -0.914 -4.912
H -3.100 0.579 -5.954
H -1.015 1.114 -4.747
C 1.082 -1.613 -3.983
C 2.065 -2.475 -4.473
C 3.273 -2.644 -3.786
C 3.499 -1.926 -2.600
C 2.533 -1.046 -2.109
H 0.150 -1.486 -4.534
H 1.875 -3.029 -5.393
H 4.014 -3.364 -4.148
H 4.429 -2.065 -2.048
H 2.720 -0.479 -1.194
H -2.890 -2.754 0.164
H -2.153 -3.038 0.086
C -1.351 2.513 3.771
C -0.228 1.565 4.183
C -0.444 1.053 5.606
P 0.113 0.317 2.852
C 1.867 -0.184 3.080
C 2.355 -0.387 4.515
C 2.280 -1.348 2.190
C -1.002 -1.191 3.117
C -0.845 -1.906 4.465
C -2.476 -0.787 2.880
H -2.331 2.025 3.816
H -1.189 2.921 2.766
H -1.356 3.351 4.477
H 0.722 2.131 4.165
H -1.460 0.671 5.762
H 0.281 0.300 5.932
H -0.331 1.917 6.276
H 2.354 0.724 2.684
H 1.881 -1.251 4.998
H 3.434 -0.595 4.474
H 2.191 0.512 5.117
H 1.999 -1.197 1.143
H 3.367 -1.485 2.232
H 1.838 -2.307 2.481
H -0.644 -1.976 2.382
H -1.220 -1.300 5.309
H -1.460 -2.818 4.388
H 0.205 -2.210 4.625
H -2.682 -0.172 1.976
H -3.095 -1.695 2.832
H -2.836 -0.191 3.732
```

As for the multiplicity: 2. Its gap between HOMO and LUMO (spin up / spin down) is 7.469 / 4.915 eV. The value obtained for the total energy is -3465.97225 Ha. Its HOMO energy (spin up / spin down) is -13.94 / -14.04 eV. Its charge is +2. The value obtained for the maximum force is 3.20 eV Å⁻¹.

=====

[2]
Here is 2 unconnected molecules or ions with the total composition C6H15N in a non-equilibrium geometry from the Open Molecules 2025 dataset. Energies are from the ωB97M-V functional and the def2-TZVPD basis.

```
22
C6H15N, DFT the ωB97M-V functional and the def2-TZVPD basis
C 2.353 -0.574 1.184
N 1.481 0.066 0.227
C 0.225 0.182 0.727
C -0.759 0.483 -0.411
C -0.705 -0.535 -1.543
C -1.583 -0.113 -2.715
C 0.023 1.163 1.871
H 3.319 -0.743 0.703
H 2.001 -1.594 1.480
H 2.548 0.002 2.099
H -0.083 -0.954 1.222
H -0.400 -1.564 1.738
H -1.770 0.586 0.001
H -0.469 1.487 -0.772
H 0.341 -0.573 -1.863
H -1.027 -1.540 -1.252
H -1.261 0.839 -3.161
H -2.623 0.013 -2.423
H -1.549 -0.859 -3.527
H 0.252 2.167 1.494
H 0.701 0.924 2.689
H -1.014 1.139 2.232
```

Its gap between HOMO and LUMO is 8.090 eV. The value obtained for the total energy is -292.21334 Ha. Its HOMO energy is -8.33 eV. The value obtained for the maximum force is 7.17 eV Å⁻¹. The energy relative to the best compared isomer or geometry (same formula, charge and spin) comes out at 97.7 kcal/mol.

=====

[3]
Here is C4H7NO2 in the gas phase from the Open Molecules 2025 dataset. Energies are from the ωB97M-V functional and the def2-TZVPD basis.

```
14
C4H7NO2, DFT the ωB97M-V functional and the def2-TZVPD basis
N 1.713 0.619 0.740
C 0.718 -0.341 0.866
O -0.552 0.177 0.693
C 0.913 -1.628 1.151
C -0.986 0.027 -0.616
C -1.830 1.084 -1.143
O -0.461 0.941 -1.546
H 1.468 1.377 0.117
H 2.619 0.223 0.527
H 0.087 -2.294 1.364
H 1.929 -1.999 1.208
H -1.026 -1.006 -0.963
H -2.020 1.922 -0.477
H -2.571 0.897 -1.919
```

The structure (SMILES) is C=C(N)O[C@H]1CO1. Its gap between HOMO and LUMO is 9.533 eV. The value obtained for the total energy is -361.78075 Ha. Its HOMO energy is -8.47 eV. The value obtained for the maximum force is 0.34 eV Å⁻¹. The energy relative to the best compared isomer or geometry (same formula, charge and spin) comes out at 62.8 kcal/mol.

=====

[4]
Here is C20H29N3O5S in the gas phase in a non-equilibrium geometry from the Open Molecules 2025 dataset. Energies are from the ωB97M-V functional and the def2-TZVPD basis.

```
58
C20H29N3O5S, DFT the ωB97M-V functional and the def2-TZVPD basis
C -4.992 -1.913 -0.983
C -5.206 -0.304 -0.825
C -3.718 0.335 -0.644
O -3.722 1.703 -1.128
C -2.395 2.173 -1.455
C -1.239 1.642 -0.488
C -0.993 2.298 0.917
S -2.114 3.703 1.438
C 0.112 1.820 1.911
C 0.331 2.495 3.358
C 0.192 1.345 4.512
N -0.957 0.424 4.297
C 1.030 0.610 1.479
N 2.091 0.084 2.331
C 3.179 1.074 2.611
C 3.374 2.210 1.497
C 0.739 -0.023 0.104
C -0.345 0.456 -0.902
C -0.288 -0.432 -2.217
O -1.120 -0.413 -3.144
N 0.952 -1.224 -2.055
C 1.975 -0.981 -3.115
C 3.350 -1.774 -2.918
C 3.198 -3.364 -2.757
C 1.898 -3.984 -3.439
O 1.716 -3.831 -4.664
O 0.943 -4.760 -2.692
C 1.388 -1.252 -0.657
O 2.115 -2.101 -0.064
H -4.956 -2.375 0.061
H -4.006 -2.165 -1.498
H -5.879 -2.345 -1.553
H -5.808 -0.113 0.137
H -5.729 0.160 -1.727
H -3.013 -0.280 -1.300
H -3.484 0.297 0.472
H -2.090 1.962 -2.536
H -2.420 3.317 -1.334
H -2.977 3.071 2.339
H -0.454 3.290 3.598
H 1.397 2.927 3.467
H 1.128 0.704 4.613
H 0.028 1.858 5.535
H -1.844 0.936 4.219
H -0.805 -0.211 3.502
H 2.528 -0.764 1.947
H 4.183 0.504 2.676
H 3.025 1.518 3.664
H 4.394 2.748 1.580
H 3.277 1.836 0.424
H 2.592 3.041 1.687
H 1.504 -1.349 -4.105
H 2.222 0.126 -3.293
H 4.102 -1.589 -3.774
H 3.847 -1.382 -1.955
H 4.103 -3.833 -3.302
H 3.294 -3.735 -1.669
H 0.348 -4.165 -2.183
```

The structure (SMILES) is CCCOCc1c(S)c(CCN)c(NCC)c2c1C(=O)N(CCCC(=O)O)C2=O. Its gap between HOMO and LUMO is 7.575 eV. The value obtained for the total energy is -1717.90639 Ha. Its HOMO energy is -8.83 eV. The value obtained for the maximum force is 4.65 eV Å⁻¹. The energy relative to the best compared isomer or geometry (same formula, charge and spin) comes out at 212.4 kcal/mol.

=====

[5]
Here is C6H8BrNO2S in the gas phase in a non-equilibrium geometry from the Open Molecules 2025 dataset. Energies are from the ωB97M-V functional and the def2-TZVPD basis.

```
19
C6H8BrNO2S, DFT the ωB97M-V functional and the def2-TZVPD basis
C -1.404 1.531 0.862
C -2.443 0.666 -1.063
C -0.677 0.227 0.607
C -1.659 -0.504 -0.508
C 3.268 -0.795 -0.237
C 1.877 -0.876 0.357
N -2.302 1.709 -0.173
O -1.230 2.299 1.761
O -3.092 0.692 -2.066
S 0.923 0.601 -0.167
Br -2.903 -1.712 0.369
H -0.525 -0.371 1.501
H -1.109 -1.065 -1.258
H 3.211 -0.672 -1.316
H 3.813 0.049 0.178
H 3.816 -1.709 -0.018
H 1.914 -0.873 1.445
H 1.348 -1.762 0.005
H -2.827 2.567 -0.279
```

The structure (SMILES) is CCS[C@H]1C(=O)NC(=O)[C@@H]1Br. Its gap between HOMO and LUMO is 9.616 eV. The value obtained for the total energy is -3410.90091 Ha. Its HOMO energy is -9.30 eV. The value obtained for the maximum force is 2.46 eV Å⁻¹. The energy relative to the best compared isomer or geometry (same formula, charge and spin) comes out at 0.0 kcal/mol.

=====

[6]
Here is 7 unconnected molecules or ions with the total composition C37H75ClO16Si in a non-equilibrium geometry from the Open Molecules 2025 dataset. Energies are from the ωB97M-V functional and the def2-TZVPD basis.

```
130
C37H75ClO16Si, DFT the ωB97M-V functional and the def2-TZVPD basis
C 2.285 -5.082 -2.964
C 1.648 -4.777 -4.328
C 0.495 -3.758 -4.271
C -0.847 -4.466 -4.307
O -1.970 -3.627 -4.577
Si -2.739 -2.884 -3.304
C -2.972 -4.066 -1.846
C -3.396 -5.498 -2.226
C -4.922 -5.671 -2.405
C -5.301 -6.119 -3.804
O -5.133 -7.527 -3.891
C -4.492 -2.536 -3.972
C -5.514 -2.082 -2.970
O -6.716 -2.295 -3.106
O -5.040 -1.430 -1.866
C -1.904 -1.351 -2.593
C -1.615 -0.154 -3.491
C -2.761 0.310 -4.369
Cl -0.177 -0.394 -4.539
H 3.363 -5.183 -3.072
H 2.110 -4.283 -2.250
H 1.934 -6.019 -2.539
H 2.417 -4.360 -4.971
H 1.326 -5.695 -4.814
H 0.556 -3.155 -5.174
H 0.616 -3.123 -3.397
H -0.796 -5.189 -5.120
H -0.970 -5.049 -3.392
H -2.005 -4.114 -1.339
H -3.666 -3.642 -1.125
H -3.072 -6.155 -1.422
H -2.912 -5.841 -3.135
H -5.483 -4.781 -2.132
H -5.241 -6.478 -1.748
H -6.327 -5.813 -4.025
H -4.657 -5.628 -4.539
H -5.398 -7.784 -4.773
H -4.489 -1.894 -4.846
H -4.855 -3.502 -4.316
H -5.644 -1.656 -1.152
H -0.990 -1.600 -2.057
H -2.580 -0.976 -1.825
H -1.354 0.677 -2.841
H -2.908 -0.372 -5.203
H -3.675 0.470 -3.804
H -2.482 1.262 -4.817
O -0.984 -0.099 0.128
C -1.795 0.019 1.009
O -3.095 0.052 0.666
C -4.149 0.051 1.632
C -4.444 1.444 2.147
C -1.397 0.208 2.447
H -3.931 -0.651 2.438
H -5.016 -0.338 1.099
H -3.586 1.871 2.666
H -5.288 1.423 2.836
H -4.687 2.106 1.316
H -1.158 1.260 2.621
H -0.508 -0.391 2.637
H -2.153 -0.109 3.161
O 2.405 -3.727 -7.424
C 2.359 -2.657 -7.962
O 3.467 -2.195 -8.573
C 3.477 -1.011 -9.372
C 3.657 0.239 -8.534
C 1.123 -1.792 -7.906
H 2.586 -0.963 -10.000
H 4.327 -1.133 -10.041
H 2.831 0.380 -7.837
H 3.720 1.119 -9.174
H 4.572 0.167 -7.947
H 1.118 -1.252 -6.961
H 0.250 -2.440 -7.941
H 1.033 -1.079 -8.723
O -0.324 3.209 2.896
C 0.611 3.404 2.158
O 1.658 4.077 2.646
C 2.901 4.236 1.944
C 2.872 5.403 0.982
C 0.606 2.987 0.709
H 3.191 3.301 1.464
H 3.633 4.421 2.728
H 2.135 5.260 0.191
H 3.850 5.537 0.520
H 2.610 6.317 1.512
H 0.074 3.746 0.136
H 0.079 2.042 0.612
H 1.596 2.852 0.283
O 2.977 8.453 2.394
C 2.572 8.503 3.522
O 1.409 7.892 3.807
C 0.911 7.729 5.137
C 0.150 8.948 5.614
C 3.299 9.275 4.598
H 1.718 7.452 5.817
H 0.242 6.872 5.079
H 0.790 9.830 5.662
H -0.267 8.772 6.605
H -0.665 9.173 4.926
H 3.021 10.325 4.518
H 4.367 9.182 4.418
H 3.100 8.931 5.610
O 6.880 2.871 4.577
C 5.979 2.900 5.366
O 4.715 2.935 4.904
C 3.559 2.806 5.737
C 3.149 4.130 6.347
C 6.227 2.971 6.856
H 3.712 2.030 6.489
H 2.772 2.453 5.073
H 3.922 4.530 7.004
H 2.232 4.013 6.925
H 2.973 4.863 5.558
H 6.420 4.008 7.126
H 7.111 2.381 7.079
H 5.410 2.591 7.465
O -0.843 -1.613 6.973
C -0.374 -2.512 6.336
O -0.190 -2.339 5.012
C 0.514 -3.271 4.187
C -0.378 -4.398 3.711
C -0.054 -3.850 6.962
H 1.408 -3.636 4.696
H 0.855 -2.687 3.334
H -0.755 -4.994 4.542
H 0.169 -5.058 3.037
H -1.241 -3.995 3.180
H -0.970 -4.438 7.010
H 0.300 -3.673 7.974
H 0.708 -4.422 6.438
```

The structure (SMILES) is CCCCO[Si@](CCCCO)(CC(=O)O)C[C@H](C)Cl.CCOC(C)=O.CCOC(C)=O.CCOC(C)=O.CCOC(C)=O.CCOC(C)=O.CCOC(C)=O. Its gap between HOMO and LUMO is 9.777 eV. The value obtained for the total energy is -3408.42668 Ha. Its HOMO energy is -9.42 eV. The value obtained for the maximum force is 2.16 eV Å⁻¹.